{"formula": "C4H9NO", "method": "ωB97M-V with the def2-TZVPD basis set", "lumo_ha": [0.020, 0.021], "max_force_ha_per_bohr": 0.02266, "mol_weight_g_mol": 87.12, "de_lowest_ev": 6.838, "e_tot_ev": -7825.4822, "elements": ["N", "C", "H", "H", "H", "H", "C", "H", "H", "C", "O", "C", "H", "H", "H"], "xyz": [[0.155, -0.977, -0.564], [0.965, 0.997, -0.671], [0.472, 1.288, -1.597], [0.863, -1.329, 0.072], [1.581, 2.899, 0.079], [-0.694, -2.873, 0.987], [-1.330, -2.309, 0.308], [1.365, 1.693, 1.355], [1.937, 0.544, -0.855], [-0.746, -0.220, -0.089], [-1.704, 0.452, -0.206], [0.956, 2.055, 0.404], [-1.593, -2.829, -0.611], [-2.175, -1.833, 0.795], [-0.052, 2.441, 0.593]], "forces_ev_per_a": [[-0.286, 0.282, 0.135], [0.597, 0.850, -0.238], [0.158, -0.015, 0.097], [-0.421, 0.309, 0.036], [-0.077, -0.016, 0.134], [-0.108, 0.019, -0.099], [-0.641, -0.752, 0.411], [-0.033, 0.045, -0.155], [-0.023, 0.136, -0.009], [-0.332, -0.116, -0.968], [0.926, -0.571, 0.418], [-0.011, 0.014, 0.052], [0.095, 0.120, 0.191], [-0.018, -0.228, 0.057], [0.174, -0.078, -0.062]]}

---

{"formula": "C32H98N22O14", "method": "ωB97M-V with the def2-TZVPD basis set", "lumo_ha": -0.005, "max_force_ha_per_bohr": 0.14605, "mol_weight_g_mol": 1015.28, "de_lowest_ev": 8.669, "e_tot_ev": -96217.8864, "elements": ["H", "H", "H", "H", "H", "H", "H", "C", "H", "C", "H", "H", "H", "O", "H", "H", "H", "H", "C", "H", "C", "H", "H", "C", "H", "O", "H", "C", "H", "H", "O", "H", "C", "N", "H", "C", "H", "C", "H", "H", "O", "H", "H", "N", "H", "O", "H", "H", "C", "H", "C", "N", "C", "H", "H", "H", "N", "C", "H", "H", "H", "H", "H", "H", "N", "N", "H", "C", "C", "C", "N", "C", "H", "H", "N", "C", "C", "N", "H", "N", "H", "N", "H", "C", "H", "N", "H", "H", "H", "H", "H", "H", "H", "H", "H", "C", "N", "C", "H", "C", "O", "H", "N", "N", "H", "O", "H", "C", "H", "H", "C", "N", "N", "O", "H", "H", "H", "H", "H", "H", "H", "N", "H", "H", "O", "H", "H", "H", "O", "C", "C", "H", "N", "H", "H", "O", "N", "H", "C", "H", "C", "N", "H", "H", "H", "C", "H", "H", "H", "H", "O", "O", "H", "H", "H", "H", "H", "H", "H", "H", "C", "H", "N", "O", "C", "H"], "xyz": [[-1.117, 5.277, 3.787], [1.459, -4.353, 5.047], [0.403, 0.794, -1.672], [2.572, -3.190, 3.694], [4.157, -4.332, -2.149], [-4.914, 4.640, -1.319], [2.143, -5.038, -5.505], [0.159, -0.060, -1.041], [-5.085, 6.345, -0.759], [3.727, -2.303, 1.046], [3.373, -0.374, 1.027], [3.152, 2.731, 1.790], [2.105, 3.597, -5.280], [1.044, -1.154, -1.131], [-3.713, -2.018, 1.402], [5.166, -5.170, -0.914], [4.255, -0.553, -2.470], [-0.834, -5.757, 0.524], [-4.950, 0.113, -2.510], [-3.269, 0.544, -1.279], [-4.366, 4.698, 1.174], [-3.111, 0.339, 4.764], [1.764, -3.294, -6.750], [-3.266, -1.553, 5.292], [-3.638, -0.277, 6.825], [-5.168, 1.539, -2.515], [-6.242, 2.982, -3.581], [1.107, -1.898, -2.354], [3.586, 1.367, 0.863], [5.600, 0.282, -3.358], [-4.287, -4.525, 0.777], [2.120, -1.274, 0.331], [-4.319, 3.093, 3.175], [-4.847, -0.184, -0.170], [-0.813, -0.466, -1.319], [-4.390, 5.544, -1.012], [-1.097, -1.400, 0.967], [4.773, 0.388, -2.656], [1.970, -2.560, -2.277], [0.192, -2.439, -2.594], [0.250, -5.058, 2.684], [-2.906, -0.836, 3.488], [-2.995, -2.648, 2.820], [-0.233, 5.672, 4.076], [0.614, -2.382, 6.542], [4.767, -2.239, 1.661], [6.851, 2.972, 1.115], [0.421, -1.381, 1.902], [-5.984, 1.923, -3.584], [-5.523, -0.933, -0.127], [4.807, 3.241, 0.456], [-3.386, -1.204, 6.515], [-4.058, -0.204, -1.353], [-3.711, 5.705, 3.624], [-2.710, -1.716, -2.333], [-1.691, 1.573, -0.075], [0.668, 4.348, 2.622], [3.488, 2.450, 0.792], [-0.270, -6.571, 3.839], [-0.798, -3.272, 3.199], [-3.682, 5.929, -1.746], [-3.886, -5.617, 3.171], [-0.919, -0.417, 2.425], [1.437, 1.549, -4.033], [2.940, -4.689, -4.993], [6.144, -3.285, -3.110], [4.539, 5.175, 1.702], [-0.406, -0.775, 1.533], [-3.553, 4.094, 2.321], [-0.283, -4.152, 3.586], [-3.646, -4.651, 2.996], [-3.362, -1.554, -1.475], [-0.299, 6.563, 4.547], [-1.128, -4.469, 4.197], [-2.037, 3.355, -1.542], [3.288, 0.718, -4.480], [-0.436, -6.309, 2.794], [-1.029, -5.745, -0.467], [-4.617, 3.401, 4.177], [-0.985, 1.466, 0.640], [4.171, 0.805, -5.113], [-3.242, -0.598, 4.410], [-2.713, -1.669, -0.607], [4.772, 4.729, 0.735], [2.376, -3.320, -0.022], [6.006, 2.439, 0.967], [5.037, 0.883, -1.722], [2.627, 6.144, 1.288], [-4.019, -2.420, -1.403], [-3.678, 2.236, 3.382], [3.873, -4.160, 0.526], [-5.110, 2.578, 2.631], [-0.270, 3.973, 2.590], [-1.534, 3.282, -3.595], [-2.466, 3.629, -0.669], [1.322, 0.936, -6.049], [2.245, -2.894, -5.956], [2.559, 5.585, 0.355], [-5.338, 1.786, -4.452], [-3.894, -4.043, 1.819], [-0.101, 4.514, -1.278], [-0.607, -2.074, 5.305], [-0.083, -3.825, -0.303], [-2.973, 5.127, 3.247], [1.420, -1.345, -3.239], [3.556, -2.786, -4.180], [3.149, 2.806, -4.428], [-0.718, -4.655, -1.016], [-3.839, -1.862, 7.133], [-1.449, -6.216, 2.402], [-0.025, -2.854, 5.796], [1.768, -2.700, 4.060], [3.042, -1.285, 0.743], [7.276, -4.356, -1.452], [-1.250, -6.477, -1.127], [-2.819, 3.503, 1.773], [-0.807, -3.367, 6.356], [3.049, -0.343, -4.409], [0.087, 3.904, -3.676], [2.098, -2.102, 4.804], [6.979, -2.754, -3.315], [3.268, -3.355, 0.451], [2.643, 2.716, 0.156], [1.991, 0.660, -6.864], [-3.134, -2.731, 4.926], [-3.541, -4.026, 3.783], [-1.527, 1.555, 1.488], [-4.465, -0.121, -3.458], [-3.640, 5.144, 0.057], [-0.850, 3.852, -1.898], [-0.055, 0.341, 0.478], [0.564, 1.604, -6.458], [2.697, 2.781, -5.330], [3.750, -5.285, -4.899], [0.037, -7.131, 2.257], [-1.091, -4.383, -2.152], [5.040, -4.607, -1.743], [-5.878, -0.458, -2.521], [2.095, 1.533, -4.902], [0.252, -3.013, -0.802], [0.779, -3.612, 4.626], [-0.651, 3.469, -3.142], [1.359, 3.908, 2.032], [-2.606, 5.815, 2.606], [1.926, 6.160, -0.320], [6.263, -4.181, -2.149], [0.048, -3.980, 0.686], [5.687, 5.093, 0.268], [0.884, 0.750, 0.852], [-5.303, 0.703, -0.332], [3.740, 1.151, -3.271], [1.966, 5.888, 3.655], [4.831, 3.138, -0.629], [-5.008, 5.445, 1.640], [-4.894, 3.814, 0.817], [5.253, -3.074, -3.536], [1.994, 4.665, 0.506], [-6.939, 1.438, -3.786], [6.203, 1.672, 0.339], [-2.614, 3.015, -2.297], [0.934, 5.321, 3.525], [0.807, -0.011, -5.888], [-3.516, -2.827, 1.974], [3.948, 5.553, -0.106], [3.003, -3.379, -5.045], [2.187, -1.889, -5.880]], "forces_ev_per_a": [[0.180, -0.006, 0.228], [-1.087, -1.156, 0.310], [0.334, 0.060, 0.100], [0.031, -0.070, -0.113], [0.301, -0.102, 0.232], [-0.506, 0.209, -0.869], [0.542, -0.751, -0.001], [-1.911, -0.796, 1.540], [-0.242, 0.039, 0.030], [2.871, -0.289, 0.763], [0.005, -0.477, 0.254], [0.112, 0.050, 0.371], [-0.654, 0.000, -0.256], [0.495, 0.083, -0.284], [-0.144, -0.566, -0.425], [-0.817, -0.028, -0.190], [0.821, -0.570, 0.372], [-0.181, -1.358, -0.358], [0.815, 0.882, -1.599], [-0.096, 0.317, -0.062], [-0.589, -1.282, 0.308], [0.009, 0.018, -0.559], [0.525, -0.405, 0.451], [0.614, -3.442, -2.934], [0.238, 0.147, -0.587], [-1.048, -0.608, 1.167], [0.339, 0.139, 0.605], [0.683, 0.400, -0.482], [0.410, 0.240, -0.485], [0.306, -0.136, 0.202], [-0.747, -0.701, -0.461], [0.463, -0.329, -0.195], [0.063, -1.265, -0.108], [0.257, 1.107, 1.423], [-0.453, 0.289, -0.518], [-0.505, 0.047, -0.633], [-0.266, -0.591, 0.434], [-1.517, -0.086, -0.635], [-0.258, -0.361, 0.463], [-0.155, -0.072, 0.184], [-0.259, -0.403, -1.282], [-0.081, 0.389, 0.187], [-0.247, 0.235, -0.199], [-1.552, 1.421, 2.071], [0.319, -0.051, -0.224], [1.534, -0.516, 1.294], [-0.103, 0.228, -0.182], [0.199, 0.054, -0.261], [0.641, 0.774, -1.445], [-0.165, -0.053, -0.260], [-0.777, -2.664, -0.592], [-1.366, 0.962, 5.796], [0.696, -1.944, -0.934], [-0.715, -0.455, 0.540], [-0.185, 0.300, -0.220], [0.309, -0.198, -0.519], [0.102, -1.908, -0.975], [0.218, 0.858, 1.150], [-1.098, -0.386, 0.156], [0.604, 0.344, -1.145], [-0.234, -0.237, -0.238], [-0.084, 0.310, -0.290], [0.074, 0.538, -0.157], [-0.115, 0.504, 0.312], [-0.549, -4.399, -0.602], [1.340, 1.162, -2.159], [0.690, -1.010, 0.763], [-0.238, -0.420, -1.895], [0.062, 0.834, 0.412], [0.576, 1.788, 2.805], [-0.178, -2.349, 1.210], [0.416, -0.445, 0.348], [0.279, -0.274, 0.015], [0.140, -1.240, 0.013], [-2.294, -0.752, 1.627], [0.543, -1.846, -0.590], [0.856, -0.128, 0.388], [-1.085, -4.875, 2.474], [-0.346, 0.542, -0.346], [-0.622, 0.597, -1.046], [-0.331, -0.019, -1.185], [0.319, 2.866, -2.055], [0.116, 0.042, 0.096], [0.603, 1.731, -1.358], [0.425, -0.596, 0.026], [-1.405, 1.137, 0.439], [0.115, -0.073, -0.218], [-0.490, -0.188, 0.304], [-0.362, 0.084, -0.164], [0.467, 0.058, 0.074], [-0.730, -0.097, -0.208], [-0.464, 0.459, 0.076], [0.451, -0.080, -0.225], [0.848, -0.049, -0.881], [0.007, 0.237, -0.317], [-0.082, -1.019, -0.989], [-2.529, 4.439, -3.016], [0.764, 1.239, 0.166], [-0.353, -0.041, -0.696], [-0.529, -2.844, -0.927], [2.115, 1.817, 2.500], [0.234, 0.380, -0.112], [3.147, 4.177, 2.946], [0.181, -0.417, -1.707], [-0.332, 0.861, 0.115], [2.372, 3.246, 2.117], [1.604, 1.817, 0.081], [-2.010, 1.551, -4.622], [0.510, -0.413, -0.115], [-0.294, -0.080, 0.713], [0.315, -0.082, -1.265], [-0.623, 1.057, -0.529], [-3.330, 6.720, -0.392], [-0.742, -0.641, -1.410], [-0.393, -0.265, 0.955], [0.899, 0.336, 0.420], [0.315, -0.805, -0.266], [-0.246, -0.383, -0.099], [-0.223, -0.009, 0.111], [0.205, 0.175, -0.101], [-0.335, -0.085, -0.169], [-0.920, -4.593, -1.003], [0.264, -0.129, -0.453], [0.280, 0.463, -0.232], [-0.168, -0.091, 0.607], [-0.134, -0.525, 0.299], [0.560, -0.709, 0.448], [0.254, -0.135, -0.287], [2.104, 0.413, 2.815], [-1.061, -0.328, -0.201], [0.965, 0.577, 1.829], [0.118, 0.229, 0.101], [0.205, 0.363, 1.398], [-0.198, 0.229, 0.322], [0.493, 0.468, -0.472], [0.219, 0.261, -1.996], [0.101, -1.891, 0.631], [-0.251, 0.081, 0.393], [-0.856, -1.194, -1.311], [-0.302, 0.116, 0.981], [-0.655, 0.230, 1.054], [0.930, -0.918, -3.973], [-0.118, 0.215, 0.474], [0.859, 0.287, -0.299], [0.466, 0.048, -0.329], [0.339, 1.336, 2.923], [0.433, 0.291, -0.025], [0.921, -0.092, 1.151], [0.466, 0.018, -0.320], [-0.951, 0.113, 1.061], [-0.024, 2.023, 2.379], [2.659, 0.979, 0.801], [0.183, 0.587, -0.316], [-0.479, 0.298, -0.542], [-1.028, 0.118, -0.080], [0.144, 0.167, -0.029], [0.781, -0.231, -0.344], [0.058, -0.744, 0.641], [-0.019, 0.077, -0.028], [-0.358, -0.046, 0.810], [-1.857, -0.453, -1.819], [-0.209, -0.062, 0.776], [1.791, 6.097, 0.358], [-2.459, -1.585, -0.684], [0.041, -2.544, 1.056], [-0.337, 0.078, -0.363]]}